Entry from OMol25: the molecule C3H5P (ωB97M-V with the def2-TZVPD basis set).

```
9
Properties=species:S:1:pos:R:3:mulliken_charge:R:1
P -2.728 0.119 -0.348 -0.319
C -1.223 0.015 0.161 0.023
C 0.035 -0.022 0.456 -0.001
C 1.540 0.205 -0.226 -0.783
H 1.814 -0.550 -0.930 0.286
H 0.368 -0.014 1.482 0.221
H -3.227 -1.192 -0.470 0.007
H 2.067 0.264 0.626 0.311
H 1.354 1.176 -0.751 0.256
```

net charge = 0
LUMO = 0.392 eV
SMILES = CC=C=P
DFT total energy = -458.540067 a.u.
maximum force = 0.1258 hartree/bohr
Kohn-Sham gap = 9.5 eV
energy above the lowest of the compared OMol25 structures with the same formula, charge and spin = 26.0 kcal per mole
HOMO = -9.1 eV